No. 1
C25H36CrNO2 as an isolated structure in a non-equilibrium geometry, computed with wB97M-V/def2-TZVPD.

Each line ends with the Löwdin spin population.
Atoms and positions in Å:
1 Cr -0.097 -0.795 1.172  3.54
2 O -0.271 -1.077 -2.583  0.00
3 O 1.425 2.902 -2.051  0.00
4 N 0.538 0.652 2.987  0.04
5 C 2.039 -1.219 1.265  0.03
6 C 0.567 0.221 4.297  0.00
7 C -2.128 -1.588 2.390  0.07
8 C 0.505 -2.948 1.087  0.04
9 C 0.525 2.051 -1.335  0.01
10 C -0.109 -2.183 -3.557  0.00
11 C 0.970 1.971 3.011  0.00
12 C -2.124 -1.727 0.955  -0.01
13 C -2.132 -0.391 0.386  0.02
14 C -0.890 2.685 -1.242  0.00
15 C -0.447 -0.172 -3.758  0.00
16 C 0.600 -2.309 -0.187  0.01
17 C -1.244 -3.198 -3.503  0.00
18 C -0.176 -1.264 -4.791  0.00
19 C 1.089 1.232 5.148  0.00
20 C -2.134 -0.201 2.707  0.05
21 C 1.205 -2.916 -3.422  0.00
22 C 1.590 -1.263 -0.096  0.04
23 C -2.118 0.545 1.483  0.06
24 C 0.137 -1.058 4.888  0.00
25 C -0.681 4.123 -1.798  0.00
26 C 1.088 2.883 1.867  0.00
27 C 1.347 2.334 4.329  0.00
28 C 1.399 -2.287 1.982  0.03
29 C 0.749 4.140 -2.358  0.00
30 H 2.728 -0.486 1.699  0.00
31 H -2.237 1.623 1.418  0.01
32 H 0.787 -1.163 -5.305  0.00
33 H 1.943 2.635 1.223  0.00
34 H 2.032 -2.248 -3.160  0.00
35 H 1.103 -3.679 -2.643  0.00
36 H 1.223 1.095 6.209  0.00
37 H 1.767 3.290 4.609  0.00
38 H 2.009 -0.675 -0.903  0.01
39 H -2.256 -2.661 0.408  0.00
40 H 1.441 -3.415 -4.377  0.00
41 H 0.284 0.656 -3.763  0.00
42 H 0.759 4.214 -3.449  0.00
43 H -1.231 2.731 -0.193  0.00
44 H -0.145 -3.797 1.335  0.00
45 H 1.291 3.896 2.231  0.00
46 H -2.238 -0.123 -0.665  0.00
47 H -0.950 -1.206 4.854  0.00
48 H 0.433 -0.975 5.948  0.00
49 H 1.668 -2.616 2.987  0.00
50 H 0.007 -2.569 -1.057  0.00
51 H -0.977 -1.543 -5.486  0.00
52 H -1.238 -3.797 -4.428  0.00
53 H 0.526 1.053 -1.808  0.00
54 H -2.233 -2.389 3.128  0.01
55 H -1.081 -3.893 -2.666  0.00
56 H -2.231 -2.730 -3.418  0.00
57 H -1.614 2.089 -1.827  0.00
58 H 0.929 1.888 -0.317  0.01
59 H -1.484 0.193 -3.781  0.00
60 H -0.745 4.823 -0.958  0.00
61 H -2.245 0.217 3.702  0.00
62 H 0.174 2.950 1.268  0.00
63 H 0.637 -1.925 4.446  0.00
64 H -1.404 4.410 -2.564  0.00
65 H 1.347 4.982 -1.971  0.00

As for the HOMO energy (alpha / beta): -0.0923 / -0.1101 hartree. The charge is -1. The spin multiplicity is 5. The value obtained for the frontier orbital gap (alpha / beta) is 4.99 / 5.47 eV.

---

No. 2
An isolated ion of composition C9H11N4S and charge +1 in a non-equilibrium geometry, computed with wB97M-V/def2-TZVPD.

Each line ends with the Löwdin charge.
Atoms and positions in Å:
1 S 2.755 2.025 0.258  0.79
2 N -0.164 0.906 -0.333  0.11
3 N 4.391 -0.080 -0.066  0.18
4 N 2.078 -0.540 -0.148  -0.08
5 N 2.502 -1.855 -0.282  0.07
6 C -1.851 -0.423 0.362  -0.17
7 C 2.939 0.436 0.026  -0.83
8 C -0.623 -1.151 0.529  0.03
9 C -3.188 -0.748 0.594  -0.02
10 C -3.810 1.440 -0.249  -0.07
11 C 0.308 -0.270 0.124  -0.10
12 C -2.499 1.792 -0.482  -0.01
13 C -1.528 0.847 -0.176  -0.20
14 C -4.147 0.190 0.282  -0.08
15 H -4.595 2.142 -0.483  0.11
16 H -3.458 -1.710 1.000  0.12
17 H 2.258 -2.406 0.542  0.11
18 H -0.509 -2.144 0.908  0.11
19 H 0.376 1.710 -0.609  0.10
20 H -2.231 2.752 -0.897  0.12
21 H -5.189 -0.039 0.444  0.11
22 H 4.547 -0.556 -0.966  0.16
23 H 2.040 -2.287 -1.084  0.12
24 H 5.016 0.734 0.027  0.14
25 H 4.582 -0.767 0.678  0.17

As for the HOMO energy: -0.4132 hartree. The charge is +1. The spin multiplicity is 1. The value obtained for the frontier orbital gap is 7.59 eV.

---

No. 3
C34H56F2FeN2O8P3SSb as an isolated structure, computed with wB97M-V/def2-TZVPD.

Each line ends with the Löwdin spin population.
Atoms and positions in Å:
1 Sb -0.164 3.420 -0.979  0.02
2 Fe -1.597 -0.352 -0.715  3.89
3 S -0.951 1.494 -2.048  0.15
4 P -0.128 -3.104 1.017  0.00
5 P -4.228 -2.066 -0.867  0.01
6 P 1.603 -0.700 0.614  0.01
7 F -2.504 0.216 1.273  0.12
8 F -2.690 2.310 0.626  0.10
9 O 0.468 -4.099 -0.001  0.00
10 O 0.454 -0.373 -0.283  0.04
11 O 2.912 -1.033 -0.145  0.00
12 O -2.900 -1.693 -1.541  0.06
13 O -1.260 -2.210 0.592  0.02
14 O 1.810 0.499 1.587  0.00
15 O -5.019 -1.017 -0.172  0.00
16 O -0.669 -3.929 2.231  0.00
17 N -4.890 -2.003 -3.499  0.00
18 N -3.845 -2.694 1.697  0.00
19 C -1.113 -4.956 -1.678  0.00
20 C 2.894 -0.327 -2.492  0.00
21 C -1.107 4.923 -2.051  0.00
22 C -0.283 3.873 1.030  0.00
23 C -2.441 5.235 -1.785  0.00
24 C 0.404 3.485 3.289  0.00
25 C -4.081 -3.384 0.377  0.00
26 C -3.116 1.102 0.364  0.49
27 C -0.229 4.667 3.667  0.00
28 C -0.096 -4.833 4.388  0.00
29 C 0.280 -4.427 -1.434  0.00
30 C 1.859 3.407 -1.448  0.01
31 C -0.886 5.448 2.726  0.00
32 C 3.949 -0.131 2.718  0.00
33 C 0.128 -4.999 2.909  0.00
34 C 2.779 3.923 -0.534  0.00
35 C -0.308 -6.334 2.364  0.00
36 C 1.310 -2.200 1.573  0.00
37 C 0.646 -3.232 -2.278  0.00
38 C 4.126 3.966 -0.880  0.00
39 C 2.679 0.681 2.782  0.00
40 C 3.487 -0.054 -1.132  0.00
41 C 1.857 0.417 4.021  0.00
42 C 4.539 3.508 -2.126  0.00
43 C -1.058 6.520 -3.843  0.00
44 C -5.125 -2.846 -2.258  0.00
45 C 0.380 3.079 1.965  0.00
46 C 4.980 -0.223 -1.087  0.00
47 C -0.920 5.058 1.391  0.00
48 C 3.615 2.999 -3.033  0.00
49 C -0.409 5.556 -3.079  0.00
50 C 2.270 2.939 -2.697  0.00
51 C -2.383 6.841 -3.578  0.00
52 C -3.073 6.203 -2.551  0.00
53 H -2.866 -2.375 1.718  0.00
54 H 0.921 2.886 4.031  0.00
55 H -0.162 -6.395 1.286  0.00
56 H 1.167 -1.940 2.626  0.00
57 H 1.774 -0.654 4.233  0.00
58 H 1.181 -4.830 2.671  0.00
59 H -1.397 -5.693 -0.922  0.00
60 H 4.848 4.374 -0.184  0.00
61 H 1.004 -5.219 -1.588  0.00
62 H -4.448 -1.866 1.747  0.00
63 H 4.547 0.120 1.846  0.00
64 H 3.207 0.947 -0.800  0.00
65 H 1.650 -2.874 -2.041  0.00
66 H 5.587 3.556 -2.395  0.00
67 H 5.397 0.027 -0.112  0.00
68 H 2.341 0.880 4.881  0.00
69 H 0.874 2.162 1.664  0.00
70 H -1.417 5.682 0.659  0.00
71 H 0.628 -3.516 -3.333  0.00
72 H 0.854 0.836 3.924  0.00
73 H 2.928 1.737 2.731  0.00
74 H -2.988 4.734 -0.995  0.00
75 H 5.252 -1.253 -1.330  0.00
76 H -0.066 -2.418 -2.126  0.00
77 H -5.095 -2.506 -4.361  0.00
78 H -4.732 -3.842 -2.460  0.00
79 H -2.884 7.592 -4.176  0.00
80 H 1.551 2.534 -3.401  0.00
81 H 0.629 5.319 -3.280  0.00
82 H 0.285 -7.124 2.828  0.00
83 H 3.747 -1.206 2.706  0.00
84 H 0.159 -3.826 4.723  0.00
85 H 3.204 -1.312 -2.852  0.00
86 H 4.542 0.083 3.608  0.00
87 H -1.140 -5.451 -2.651  0.00
88 H -0.202 4.982 4.703  0.00
89 H 5.435 0.437 -1.829  0.00
90 H -4.027 -3.302 2.493  0.00
91 H -6.194 -2.896 -2.066  0.00
92 H -4.198 1.009 0.445  0.04
93 H 2.187 -2.842 1.473  0.00
94 H -3.285 -4.099 0.194  0.00
95 H -4.106 6.462 -2.348  0.00
96 H -1.360 -6.520 2.601  0.00
97 H -3.915 -1.694 -3.501  0.00
98 H -0.526 7.020 -4.644  0.00
99 H 3.943 2.662 -4.009  0.00
100 H 3.265 0.421 -3.195  0.00
101 H 0.528 -5.543 4.934  0.00
102 H -1.828 -4.125 -1.689  0.00
103 H 2.460 4.296 0.432  0.00
104 H -1.140 -5.036 4.643  0.00
105 H -5.044 -3.891 0.430  0.00
106 H 1.804 -0.270 -2.470  0.00
107 H -5.465 -1.160 -3.484  0.00
108 H -1.370 6.370 3.026  0.00

As for the HOMO energy (alpha / beta): -0.5606 / -0.5601 hartree. The charge is +3. The spin multiplicity is 6. The value obtained for the frontier orbital gap (alpha / beta) is 8.18 / 7.23 eV.

---

| no. | E_tot (Eh) |
| --- | --- |
| 1 | -2223.80667 |
| 2 | -966.44898 |
| 3 | -5165.93620 |